A structure of composition C31H20Cl2N7O4Re in a non-equilibrium geometry, computed with the ωB97M-V functional and the def2-TZVPD basis.

The geometry in ORCA input format:
```
! wB97M-V def2-TZVPD RIJCOSX def2/J DEFGRID3
* xyz 1 4
Re 11.25 11.43 14.60
Cl 11.32 6.88 19.73
C 11.36 7.51 18.12
C 10.85 8.77 17.93
C 10.94 9.39 16.69
N 10.43 10.59 16.25
C 9.48 11.23 17.05
O 9.31 11.11 18.25
C 8.78 12.24 16.31
C 7.64 12.87 16.84
C 6.85 13.61 15.97
C 7.34 13.76 14.67
C 8.54 13.23 14.28
N 9.31 12.45 15.05
C 11.62 8.73 15.63
C 11.99 7.41 15.79
C 11.76 6.74 17.02
Cl 12.05 5.01 17.09
N 11.96 9.55 14.59
C 12.57 9.14 13.46
O 12.58 7.99 13.04
C 13.30 10.17 12.74
C 14.09 10.00 11.56
C 14.77 11.11 11.04
C 14.82 12.27 11.85
C 14.12 12.29 13.03
N 13.22 11.37 13.41
H 10.57 9.28 18.81
H 7.49 12.72 17.90
H 5.96 14.11 16.28
H 6.83 14.47 13.99
H 9.01 13.48 13.31
H 12.46 6.92 14.93
H 14.06 9.05 11.01
H 15.23 11.03 10.03
H 15.28 13.18 11.53
H 14.18 13.22 13.58
O 10.55 9.45 10.35
C 10.89 10.56 9.68
C 11.24 10.39 8.36
C 11.25 11.49 7.51
C 11.18 12.79 8.04
C 11.02 12.95 9.43
C 10.97 11.87 10.30
C 10.91 12.10 11.75
O 10.70 11.04 12.55
N 11.23 13.26 12.22
N 11.36 13.19 13.57
C 11.70 14.31 14.23
C 12.18 14.01 15.51
C 12.69 15.05 16.35
C 13.23 14.71 17.56
C 13.27 13.33 17.96
C 12.74 12.38 17.14
N 12.14 12.68 15.92
H 10.46 9.61 11.35
H 11.36 9.39 7.96
H 11.26 11.27 6.45
H 11.29 13.58 7.36
H 11.03 13.93 9.87
H 11.82 15.28 13.69
H 12.51 16.09 15.98
H 13.66 15.48 18.22
H 13.69 13.03 18.91
H 12.73 11.31 17.38
*
```

Properties
ΔE to the lowest compared entry with this formula, charge and spin = 0.0 kcal per mole
Electronic energy = -2876.05053 hartree
Gap between HOMO and LUMO (spin up / spin down) = 0.20950 / 0.19979 Eh
<S²> = 3.777
HOMO level (spin up / spin down) = -0.353 / -0.392 hartree

=====

A structure of composition C31H20MnN7S in a non-equilibrium geometry, computed with the ωB97M-V functional and the def2-TZVPD basis.

The geometry in ORCA input format:
```
! wB97M-V def2-TZVPD RIJCOSX def2/J DEFGRID3
* xyz 3 4
Mn 0.47 0.30 -0.82
C 4.11 -1.84 0.08
C 3.38 -0.81 -0.42
N 2.20 -0.48 0.14
C 1.90 -1.08 1.32
C 2.72 -2.07 1.83
N 3.78 -2.52 1.17
C 0.67 -0.65 1.91
C 0.14 -1.16 3.09
C -1.12 -0.68 3.51
C -1.77 0.33 2.76
C -1.16 0.75 1.57
N 0.04 0.26 1.17
C -1.70 1.70 0.64
C -3.00 2.23 0.72
N -3.54 2.91 -0.27
C -2.73 3.20 -1.29
C -1.41 2.82 -1.33
N -0.93 1.98 -0.43
C -1.75 -1.14 4.76
C -2.95 -0.57 5.23
C -3.49 -1.12 6.39
N -2.96 -2.13 7.05
C -1.82 -2.62 6.61
C -1.18 -2.19 5.47
H 4.99 -2.17 -0.48
H 3.66 -0.24 -1.30
H 2.51 -2.50 2.80
H 0.71 -1.87 3.66
H -2.74 0.67 3.04
H -3.63 2.04 1.57
H -3.20 3.79 -2.10
H -0.70 3.23 -2.08
H -3.50 0.23 4.72
H -4.41 -0.75 6.81
H -1.44 -3.44 7.19
H -0.26 -2.73 5.20
S 1.14 0.42 -5.36
C 2.07 1.75 -4.69
C 2.80 2.68 -5.39
C 3.48 3.67 -4.68
C 3.38 3.73 -3.30
C 2.66 2.81 -2.57
C 1.96 1.81 -3.28
N 1.14 0.82 -2.74
C 0.62 0.05 -3.73
C -0.29 -1.01 -3.31
C -0.92 -1.91 -4.15
C -1.64 -2.97 -3.60
C -1.75 -3.06 -2.22
C -1.15 -2.13 -1.38
C -0.40 -1.13 -1.91
H 2.86 2.62 -6.47
H 4.08 4.41 -5.24
H 3.91 4.53 -2.78
H 2.59 2.86 -1.49
H -0.86 -1.74 -5.23
H -2.10 -3.70 -4.29
H -2.26 -3.91 -1.78
H -1.25 -2.32 -0.31
*
```

Properties
Electronic energy = -3124.77967 hartree
Gap between HOMO and LUMO (spin up / spin down) = 0.18742 / 0.11333 Eh
<S²> = 3.879
HOMO level (spin up / spin down) = -0.592 / -0.592 hartree

=====

A structure of composition C31H20N9O7Pr in a non-equilibrium geometry, computed with the ωB97M-V functional and the def2-TZVPD basis.

The geometry in ORCA input format:
```
! wB97M-V def2-TZVPD RIJCOSX def2/J DEFGRID3
* xyz 0 3
Pr -1.28 -0.21 -0.93
O -6.03 3.00 1.78
C -5.06 2.20 1.30
C -5.30 1.24 0.31
C -4.24 0.48 -0.13
N -3.02 0.65 0.37
C -2.77 1.57 1.30
C -3.77 2.36 1.82
C -1.28 1.60 1.70
O -0.96 1.95 2.82
O -0.51 1.16 0.76
C -4.36 -0.64 -1.19
O -5.48 -0.94 -1.57
O -3.24 -1.15 -1.55
H -6.86 2.81 1.33
H -6.28 1.09 -0.12
H -3.57 3.08 2.59
C -3.80 -1.50 2.92
C -3.38 -1.90 1.67
N -2.10 -1.83 1.32
C -1.23 -1.40 2.24
C -1.68 -0.93 3.47
N -2.96 -0.98 3.81
C 0.19 -1.53 1.85
C 1.20 -1.76 2.77
C 2.49 -2.04 2.32
C 2.70 -2.00 0.94
C 1.65 -1.69 0.10
N 0.41 -1.49 0.54
C 1.80 -1.58 -1.38
C 3.01 -1.31 -2.01
N 3.11 -1.22 -3.33
C 2.00 -1.39 -4.03
C 0.78 -1.62 -3.41
N 0.67 -1.71 -2.09
C 3.58 -2.39 3.27
C 3.31 -2.79 4.58
C 4.37 -3.14 5.41
N 5.64 -3.13 5.03
C 5.90 -2.75 3.78
C 4.92 -2.37 2.88
H -4.84 -1.56 3.22
H -4.07 -2.27 0.92
H -1.00 -0.48 4.19
H 0.97 -1.75 3.83
H 3.67 -2.25 0.52
H 3.92 -1.16 -1.44
H 2.08 -1.32 -5.11
H -0.14 -1.72 -3.98
H 2.31 -2.84 4.96
H 4.18 -3.45 6.43
H 6.94 -2.75 3.50
H 5.22 -2.05 1.89
O -2.25 1.49 -2.18
N -1.56 2.28 -2.91
N -0.33 1.96 -3.03
O 0.20 0.91 -2.45
C 0.50 2.81 -3.82
C -0.05 3.75 -4.69
C 0.80 4.55 -5.43
C 2.18 4.43 -5.32
C 2.71 3.48 -4.46
C 1.88 2.67 -3.70
H -1.12 3.83 -4.78
H 0.38 5.28 -6.12
H 2.83 5.06 -5.90
H 3.79 3.37 -4.37
H 2.27 1.92 -3.03
*
```

Properties
ΔE to the lowest compared entry with this formula, charge and spin = 0.0 kcal per mole
Electronic energy = -2729.97550 hartree
Gap between HOMO and LUMO (spin up / spin down) = 0.27577 / 0.27632 Eh
<S²> = 2.002
HOMO level (spin up / spin down) = -0.320 / -0.320 hartree

=====

Question: The lowest electronic energy belongs to which entry?
Answer: C31H20MnN7S

=====

Question: What is the <S²> in the first record?
Answer: 3.777

=====

Question: What is the electronic energy in the first record?
Answer: -2876.05053 hartree